1.
{
  "formula": "C25H52NO9PS2",
  "method": "ωB97M-V/def2-TZVPD",
  "e_homo_ha": -0.312,
  "e_lumo_ev": -0.03,
  "smiles": "CCCCN(CCCCP[C@@H](C)CC)C(=S)SCCC.COC(=O)OC.COC(=O)OC.COC(=O)OC",
  "largest_force_ev_per_a": 1.111,
  "homo_lumo_gap_ev": 8.45,
  "charge": 0,
  "elements": ["C", "C", "C", "C", "N", "C", "C", "C", "C", "P", "C", "C", "C", "C", "C", "S", "S", "C", "C", "C", "H", "H", "H", "H", "H", "H", "H", "H", "H", "H", "H", "H", "H", "H", "H", "H", "H", "H", "H", "H", "H", "H", "H", "H", "H", "H", "H", "H", "H", "H", "H", "H", "H", "H", "C", "O", "C", "O", "O", "C", "H", "H", "H", "H", "H", "H", "C", "O", "C", "O", "O", "C", "H", "H", "H", "H", "H", "H", "C", "O", "C", "O", "O", "C", "H", "H", "H", "H", "H", "H"],
  "xyz": [[2.7414, 1.5255, -2.8625], [3.2357, 0.1739, -2.3255], [4.6948, 0.2538, -1.8699], [5.1851, -0.9678, -1.1100], [4.6889, -1.1273, 0.2816], [5.4865, -2.2086, 0.9033], [5.0220, -2.5951, 2.3100], [4.2590, -3.9262, 2.3176], [2.9400, -3.8208, 1.4967], [3.0065, -4.8349, -0.0315], [1.2628, -4.7946, -0.6980], [1.3600, -5.0347, -2.2307], [0.2880, -5.8308, -0.0846], [0.3672, -6.0522, 1.4205], [4.8160, 0.0925, 1.0073], [6.1776, 0.7061, 1.6401], [3.3395, 1.0283, 1.1559], [2.0064, -0.1808, 1.1023], [0.6547, 0.5551, 1.1192], [-0.4001, -0.1748, 0.2538], [2.0546, 1.3888, -3.6969], [2.2658, 2.1246, -2.0878], [3.5839, 2.0949, -3.2606], [2.5866, -0.1842, -1.5325], [3.1880, -0.5338, -3.1566], [4.8710, 1.1879, -1.3343], [5.2983, 0.3123, -2.7797], [6.2808, -1.0004, -1.1292], [4.8394, -1.8516, -1.6540], [6.5547, -1.9809, 0.8604], [5.3390, -3.0744, 0.2527], [5.9123, -2.7193, 2.9307], [4.4237, -1.8134, 2.7797], [4.0256, -4.2189, 3.3387], [4.8973, -4.6757, 1.8434], [2.7898, -2.7854, 1.2109], [2.1015, -4.1017, 2.1350], [3.1474, -6.1518, 0.4659], [0.8753, -3.7948, -0.4946], [0.6194, -5.7728, -2.5316], [1.1694, -4.1078, -2.7692], [2.3552, -5.3800, -2.5022], [0.4412, -6.7866, -0.5861], [-0.7249, -5.4737, -0.2926], [-0.3825, -6.7808, 1.7335], [0.1693, -5.1355, 1.9789], [1.3336, -6.4335, 1.7461], [2.0513, -0.7909, 0.2058], [2.0498, -0.8623, 1.9495], [0.7777, 1.5682, 0.7294], [0.2968, 0.6734, 2.1413], [-0.0836, -1.2006, 0.0717], [-1.3534, -0.1678, 0.7785], [-0.5292, 0.3482, -0.6918], [-2.6604, -3.5715, 2.1439], [-3.9464, -4.0038, 1.6989], [-4.5481, -3.1577, 0.8646], [-4.1021, -2.1082, 0.4807], [-5.7273, -3.6741, 0.5281], [-6.4883, -2.8651, -0.3730], [-2.2899, -4.3421, 2.8134], [-1.9770, -3.4616, 1.3028], [-2.7370, -2.6304, 2.6862], [-5.9527, -2.7266, -1.3100], [-6.7113, -1.8985, 0.0744], [-7.4121, -3.4052, -0.5559], [-3.0661, 2.3800, 0.5741], [-3.1164, 3.7009, 0.0254], [-2.6799, 3.7817, -1.2305], [-2.2608, 2.8671, -1.8879], [-2.7788, 5.0510, -1.6322], [-2.3237, 5.2634, -2.9739], [-3.4378, 2.4531, 1.5921], [-3.6999, 1.6995, 0.0090], [-2.0432, 2.0134, 0.5868], [-2.9184, 4.6840, -3.6766], [-1.2721, 5.0013, -3.0680], [-2.4550, 6.3235, -3.1711], [-4.0858, 6.7951, 0.5429], [-5.1654, 7.7100, 0.2988], [-4.8180, 8.9909, 0.3357], [-3.7149, 9.4225, 0.5473], [-5.9059, 9.7263, 0.0949], [-5.6725, 11.1355, 0.1050], [-4.5055, 5.7992, 0.4813], [-3.3120, 6.9107, -0.2048], [-3.6741, 6.9557, 1.5386], [-4.9562, 11.4126, -0.6661], [-5.3111, 11.4587, 1.0793], [-6.6311, 11.6020, -0.1022]],
  "forces_ev_per_angstrom": [[0.185, -0.173, -0.077], [0.185, 0.383, -0.447], [-0.199, -0.084, -0.152], [-0.410, -0.064, -0.373], [0.700, 0.123, 0.332], [-0.462, -0.252, -0.283], [0.436, -0.464, 0.159], [-0.391, 0.597, -0.670], [0.035, -0.544, 0.843], [0.401, 0.774, -0.688], [0.207, -0.985, 0.065], [-0.248, 0.418, 0.455], [0.139, 0.421, 0.383], [-0.145, -0.006, 0.171], [-0.402, 0.056, -0.035], [0.174, -0.028, -0.024], [0.198, -0.032, 0.158], [-0.641, -0.078, -0.123], [-0.029, 0.046, -0.319], [0.268, 0.438, 0.564], [-0.223, 0.052, 0.139], [-0.021, 0.057, 0.006], [0.015, 0.062, 0.038], [-0.042, -0.073, 0.002], [-0.063, -0.258, 0.186], [0.061, -0.056, 0.153], [0.114, 0.066, 0.043], [0.053, 0.151, 0.243], [0.034, -0.093, 0.067], [0.010, 0.199, 0.166], [0.014, 0.025, -0.086], [-0.030, 0.126, 0.107], [-0.033, 0.103, -0.071], [0.136, -0.176, 0.038], [0.114, -0.178, 0.316], [-0.051, 0.075, -0.304], [-0.051, 0.037, -0.049], [-0.349, 0.021, 0.240], [0.124, 0.102, 0.044], [-0.006, -0.001, -0.183], [0.046, -0.025, -0.151], [-0.025, -0.118, -0.148], [-0.084, -0.036, -0.073], [-0.066, -0.254, -0.302], [-0.034, -0.010, -0.036], [-0.010, 0.054, -0.024], [0.070, 0.016, -0.055], [0.275, 0.049, -0.071], [0.224, 0.043, 0.111], [0.054, 0.036, 0.019], [0.083, -0.053, 0.073], [-0.218, -0.101, -0.058], [-0.145, -0.244, -0.190], [-0.028, -0.188, -0.138], [0.195, -0.012, 0.132], [0.024, -0.035, 0.022], [-0.059, -0.070, -0.004], [0.054, 0.089, 0.004], [-0.020, -0.019, 0.002], [-0.148, 0.012, -0.093], [-0.103, -0.078, -0.030], [-0.035, 0.075, -0.024], [-0.004, 0.050, -0.085], [0.045, 0.056, 0.030], [0.069, 0.027, -0.016], [0.029, -0.065, 0.055], [-0.064, -0.134, 0.207], [-0.066, 0.042, 0.032], [0.054, 0.065, 0.004], [0.026, -0.056, -0.038], [0.068, -0.221, -0.102], [0.002, 0.206, -0.120], [-0.012, 0.143, -0.016], [0.080, -0.010, -0.087], [0.005, -0.009, -0.085], [0.040, -0.071, 0.018], [-0.016, -0.082, -0.001], [-0.032, 0.007, 0.083], [-0.051, 0.022, 0.222], [-0.022, -0.075, 0.018], [-0.054, -0.014, -0.018], [0.058, 0.026, 0.009], [-0.030, 0.006, -0.007], [-0.077, 0.147, -0.018], [-0.108, 0.012, -0.071], [0.072, 0.060, -0.007], [0.032, 0.069, -0.032], [0.061, -0.017, 0.046], [0.074, -0.019, -0.018], [-0.035, -0.081, -0.005]]
}

=====

2.
{
  "formula": "C25H53BCl16",
  "method": "ωB97M-V/def2-TZVPD",
  "e_homo_ha": -0.361,
  "e_lumo_ev": 0.38,
  "smiles": "BCCCCCCCCC.ClCCCl.ClCCCl.ClCCCl.ClCCCl.ClCCCl.ClCCCl.ClCCCl.ClCCCl",
  "largest_force_ev_per_a": 0.701,
  "homo_lumo_gap_ev": 10.21,
  "charge": 0,
  "elements": ["B", "C", "C", "C", "C", "C", "C", "C", "C", "C", "H", "H", "H", "H", "H", "H", "H", "H", "H", "H", "H", "H", "H", "H", "H", "H", "H", "H", "H", "H", "H", "Cl", "C", "C", "Cl", "H", "H", "H", "H", "Cl", "C", "C", "Cl", "H", "H", "H", "H", "Cl", "C", "C", "Cl", "H", "H", "H", "H", "Cl", "C", "C", "Cl", "H", "H", "H", "H", "Cl", "C", "C", "Cl", "H", "H", "H", "H", "Cl", "C", "C", "Cl", "H", "H", "H", "H", "Cl", "C", "C", "Cl", "H", "H", "H", "H", "Cl", "C", "C", "Cl", "H", "H", "H", "H"],
  "xyz": [[2.1953, -3.9574, 0.5800], [2.0410, -3.2270, -0.7774], [1.0900, -2.0223, -0.7860], [1.4307, -0.9656, 0.2526], [0.9647, 0.4463, -0.0728], [-0.5471, 0.6949, -0.0427], [-1.3341, 0.2959, -1.2909], [-2.8518, 0.2369, -1.0398], [-3.3594, -1.1238, -0.5695], [-3.2564, -1.3535, 0.9221], [2.0509, -3.3703, 1.6076], [2.4459, -5.1273, 0.6254], [3.0430, -2.8454, -1.0199], [1.7824, -3.9433, -1.5558], [1.1203, -1.5905, -1.7840], [0.0813, -2.4047, -0.6389], [1.0485, -1.2643, 1.2230], [2.5198, -0.9450, 0.3425], [1.3984, 0.8032, -1.0062], [1.3908, 1.0781, 0.7032], [-0.9626, 0.2130, 0.8410], [-0.6910, 1.7689, 0.0754], [-0.9915, -0.6442, -1.7122], [-1.1803, 1.0656, -2.0488], [-3.0962, 1.0261, -0.3284], [-3.3598, 0.4533, -1.9799], [-2.8083, -1.8899, -1.1057], [-4.4056, -1.1968, -0.8634], [-3.8284, -2.2224, 1.2341], [-2.2306, -1.5540, 1.2198], [-3.6068, -0.4867, 1.4781], [2.4986, -0.6362, -4.2108], [1.0180, 0.2311, -4.6834], [1.3282, 1.6663, -5.0154], [1.8488, 2.5783, -3.5725], [0.3106, 0.1572, -3.8600], [0.5977, -0.2719, -5.5524], [0.4383, 2.1554, -5.4088], [2.1242, 1.7364, -5.7522], [2.9179, 3.1471, 0.0601], [4.4569, 2.4395, 0.6312], [5.3648, 2.0597, -0.5125], [4.6836, 0.7061, -1.4433], [4.2102, 1.5724, 1.2403], [4.9404, 3.1829, 1.2632], [6.3343, 1.7432, -0.1310], [5.5137, 2.8940, -1.1937], [-0.9809, -5.0914, 3.2292], [-1.4685, -6.6682, 2.5445], [-0.5536, -7.0999, 1.4306], [-0.7050, -6.0741, -0.0210], [-2.4993, -6.5828, 2.2078], [-1.4174, -7.4041, 3.3484], [-0.7995, -8.1170, 1.1294], [0.4877, -7.0716, 1.7438], [-4.1602, 1.0705, -4.5149], [-4.5735, 2.6212, -3.7301], [-3.9359, 3.7993, -4.4123], [-2.1662, 3.8053, -4.2002], [-4.2670, 2.5538, -2.6881], [-5.6568, 2.7194, -3.7695], [-4.3073, 4.7239, -3.9771], [-4.1440, 3.8062, -5.4794], [-2.6568, 8.3871, -4.6407], [-2.1123, 8.2639, -2.9423], [-2.3200, 6.8841, -2.3832], [-4.0550, 6.4986, -2.1801], [-2.6457, 9.0159, -2.3668], [-1.0504, 8.5000, -2.9186], [-1.8640, 6.8154, -1.3963], [-1.8838, 6.1198, -3.0229], [2.5751, -0.2237, 3.1213], [1.7579, -0.2098, 4.7052], [1.6518, -1.6011, 5.2744], [0.6006, -2.6909, 4.3408], [0.7899, 0.2638, 4.5630], [2.3471, 0.3979, 5.3906], [1.2570, -1.5507, 6.2881], [2.6302, -2.0743, 5.3047], [0.4690, 8.9058, -1.1179], [1.0952, 8.8045, 0.5509], [0.9039, 7.4331, 1.1379], [-0.8173, 7.0632, 1.4264], [0.5906, 9.5659, 1.1397], [2.1570, 9.0410, 0.5102], [1.4090, 7.3757, 2.1007], [1.3063, 6.6624, 0.4886], [-1.3009, -9.6328, 3.9781], [-0.1022, -9.8032, 5.2923], [1.2853, -10.0514, 4.7629], [1.4353, -11.6540, 4.0002], [-0.4334, -10.6109, 5.9390], [-0.1175, -8.8732, 5.8585], [1.9973, -10.0185, 5.5856], [1.5686, -9.3033, 4.0268]],
  "forces_ev_per_angstrom": [[-0.155, -0.133, 0.142], [-0.153, 0.034, 0.265], [0.011, -0.358, -0.213], [-0.080, -0.104, -0.565], [-0.236, 0.004, 0.449], [0.368, -0.104, -0.298], [-0.426, 0.359, 0.140], [0.515, -0.239, -0.412], [-0.261, 0.463, 0.093], [0.266, -0.261, 0.183], [0.076, -0.040, 0.060], [0.134, 0.040, 0.008], [0.209, -0.110, -0.053], [0.047, 0.015, -0.234], [-0.049, 0.178, -0.154], [-0.270, 0.091, 0.021], [-0.079, -0.045, 0.136], [0.134, 0.051, 0.094], [0.026, -0.075, -0.232], [0.054, 0.132, 0.048], [-0.071, -0.056, 0.131], [-0.138, 0.136, 0.201], [0.046, -0.204, -0.033], [0.278, 0.031, -0.154], [-0.262, 0.075, 0.100], [-0.001, 0.136, 0.002], [-0.021, -0.280, -0.156], [-0.129, -0.162, -0.050], [-0.175, -0.105, 0.050], [0.183, 0.071, 0.107], [-0.086, 0.075, 0.092], [0.063, -0.193, 0.016], [-0.081, 0.042, 0.065], [-0.100, 0.110, -0.099], [-0.034, 0.034, 0.000], [0.035, 0.021, 0.038], [0.068, 0.002, -0.033], [-0.038, 0.007, 0.064], [0.030, -0.010, 0.029], [0.234, 0.253, 0.009], [0.024, 0.006, 0.108], [-0.047, 0.048, 0.013], [0.008, -0.056, -0.088], [-0.052, -0.008, -0.033], [-0.004, 0.034, -0.051], [-0.039, -0.032, 0.060], [-0.054, -0.008, -0.030], [-0.131, -0.186, -0.082], [-0.048, 0.044, 0.095], [0.059, -0.108, -0.010], [0.010, 0.067, 0.000], [0.027, 0.060, -0.040], [-0.010, 0.400, -0.219], [-0.038, 0.009, -0.003], [0.011, 0.065, -0.017], [-0.005, 0.035, -0.055], [-0.085, -0.027, 0.121], [-0.135, 0.058, -0.166], [0.157, -0.113, -0.041], [0.047, -0.024, -0.022], [-0.004, -0.003, -0.049], [0.020, -0.065, 0.019], [0.067, -0.073, -0.012], [0.000, 0.004, 0.031], [-0.002, 0.050, -0.059], [0.205, -0.075, 0.090], [-0.012, 0.069, 0.107], [-0.042, -0.006, -0.023], [-0.201, -0.082, -0.237], [-0.044, 0.068, 0.016], [-0.109, 0.082, 0.006], [0.156, 0.142, 0.230], [-0.016, -0.005, 0.008], [0.091, -0.098, 0.152], [0.039, 0.285, 0.029], [-0.053, -0.103, -0.003], [0.058, 0.026, -0.073], [-0.057, 0.011, -0.023], [0.033, 0.046, 0.014], [0.189, 0.077, 0.252], [0.105, 0.100, 0.033], [0.033, -0.064, 0.103], [-0.002, -0.014, -0.033], [-0.063, -0.017, -0.032], [0.005, -0.039, -0.045], [-0.030, 0.029, 0.015], [-0.019, -0.056, -0.070], [0.022, -0.481, 0.171], [-0.006, 0.074, 0.109], [0.074, 0.023, 0.009], [0.001, 0.006, -0.019], [-0.023, -0.046, -0.060], [0.008, 0.026, -0.045], [-0.018, -0.023, 0.021], [-0.023, -0.018, -0.032]]
}